Here is a 15-piece molecular cluster, C40H85F15N5O40P5 overall from OMol25. Energies are from the ωB97M-V functional and the def2-TZVPD basis.

Output
- calculated total energy (hartree) = -8063.34324
- HOMO level (eV) = -10.24
- Kohn-Sham gap (eV) = 10.41

Atoms and positions in Å:
P: -3.719 -2.612 2.015
P: -2.588 -3.748 -3.950
P: 0.865 0.453 -6.338
P: -0.561 1.238 -0.837
P: 0.375 -4.735 6.090
F: -1.683 0.785 4.776
F: 2.614 0.825 4.787
F: -7.137 7.818 0.293
F: 8.121 -3.584 -2.835
F: -8.376 6.464 1.449
F: -0.045 2.252 4.648
F: 2.287 6.576 -8.861
F: 2.099 4.786 -7.664
F: 7.482 -1.555 -2.545
F: 1.622 -0.797 3.769
F: -1.798 2.682 5.822
F: 1.956 -0.901 5.886
F: 7.007 -2.564 -4.396
F: -8.006 6.061 -0.632
F: 0.346 5.796 -8.433
O: 1.013 7.950 -6.757
O: 5.842 -3.603 -1.310
O: 4.458 -1.613 5.525
O: 1.740 -4.866 6.897
O: 4.548 2.974 2.206
O: -4.328 -3.938 2.284
O: -3.409 -4.881 -4.761
O: -2.467 3.232 2.952
O: 1.115 -0.469 -5.217
O: -3.839 -1.523 3.156
O: 3.420 3.137 -1.880
O: -1.088 -4.160 -4.257
O: -0.621 -3.818 6.679
O: -2.627 2.841 -4.505
O: -2.802 -4.146 -2.437
O: 1.355 1.931 -6.038
O: -2.926 -2.372 -4.311
O: -0.646 -0.146 6.957
O: -4.315 -1.958 0.691
O: -2.131 -2.683 1.739
O: 4.345 -1.020 3.352
O: 2.010 6.322 -5.600
O: -4.008 1.734 2.937
O: 0.407 2.502 -0.817
O: 2.396 -1.650 -0.737
O: 1.553 0.120 -7.752
O: -5.756 4.948 -0.056
O: 4.759 -3.186 -3.226
O: -5.697 5.918 1.952
O: 1.453 -2.266 1.088
O: 2.398 2.994 2.204
O: 0.102 0.424 -2.023
O: 0.395 1.769 7.397
O: 0.850 -4.343 4.646
O: -2.002 1.502 -0.959
O: -4.123 2.756 -2.962
O: -0.038 -6.257 5.891
O: 4.141 2.440 -3.762
O: -0.084 0.425 0.448
O: -0.689 0.673 -6.635
N: 2.378 -2.264 0.310
N: 3.473 3.329 2.633
N: 3.631 2.247 -2.680
N: -3.349 2.242 -3.726
N: -3.603 2.851 3.162
C: 2.382 -3.075 -3.408
C: -0.293 -7.053 7.045
C: -3.923 -0.644 0.286
C: 3.044 6.487 -3.446
C: 1.558 5.959 -7.933
C: 3.520 4.205 3.834
C: 0.167 3.697 -1.561
C: 5.829 -3.240 -2.448
C: -4.480 4.352 0.182
C: 2.485 -3.739 7.324
C: 3.554 -3.729 -2.724
C: -3.261 -6.290 -4.611
C: 2.498 -0.516 4.726
C: -0.411 -0.875 -2.337
C: -3.708 -1.825 4.533
C: 3.253 0.873 -2.326
C: 5.744 -2.222 5.317
C: -0.345 1.120 6.719
C: 1.250 0.877 -8.908
C: 7.145 -2.724 -3.087
C: 1.489 6.856 -6.692
C: -0.543 -3.805 -5.521
C: -4.166 -4.207 -1.967
C: -3.249 0.758 -3.729
C: 3.880 -1.089 4.447
C: 5.580 -3.607 4.655
C: 0.906 2.672 -4.904
C: 2.040 7.112 -4.406
C: -4.529 3.849 3.803
C: 3.600 -3.068 0.666
C: -0.474 0.799 1.764
C: -6.214 5.748 0.889
C: -1.649 -3.203 0.512
C: -3.350 5.080 -0.519
C: 0.008 -3.727 3.683
C: -7.462 6.540 0.486
C: -0.363 -0.676 8.247
C: -1.228 0.000 9.346
C: -1.465 -0.422 -7.126
C: -0.971 1.705 5.419
H: -0.692 -0.087 10.294
H: -1.056 -3.692 3.930
H: 0.033 3.252 -5.210
H: 0.118 1.581 2.238
H: -3.037 -0.712 -0.347
H: 0.057 -8.077 6.935
H: 2.031 -2.801 7.018
H: -4.525 -5.235 -2.009
H: 1.044 7.050 -3.964
H: -0.717 3.512 -2.178
H: -4.149 -3.879 -0.932
H: 5.104 -3.461 3.684
H: -1.482 -2.415 -0.225
H: 3.429 5.247 3.544
H: 4.030 6.364 -3.892
H: -5.502 3.683 3.351
H: 1.359 -3.282 -3.100
H: 0.172 -1.643 -1.831
H: 3.159 7.230 -2.648
H: -2.625 -6.602 -3.784
H: 3.763 -2.903 1.725
H: 2.708 3.904 4.493
H: 0.287 -2.713 3.413
H: 3.516 -3.705 6.976
H: -2.072 -0.839 -6.322
H: -4.458 -1.334 5.144
H: -2.212 0.504 -3.919
H: -0.888 -1.174 -7.670
H: 2.426 -3.304 -4.476
H: -3.044 5.984 0.006
H: -4.213 -6.817 -4.541
H: 2.287 8.142 -4.652
H: -3.547 5.304 -1.568
H: 2.903 0.860 -1.296
H: -1.456 -0.886 -1.999
H: 2.556 -3.786 8.410
H: -2.117 0.027 -7.881
H: 3.448 -4.811 -2.843
H: -0.669 -3.664 0.634
H: -0.485 -0.886 -3.424
H: -2.545 4.343 -0.575
H: 4.923 -4.180 5.303
H: 2.511 -1.992 -3.343
H: -3.442 0.360 -2.737
H: 4.073 0.161 -2.378
H: -1.485 1.229 1.734
H: -0.605 -0.096 2.368
H: -4.842 -3.583 -2.550
H: -0.007 4.507 -0.856
H: -4.095 4.828 3.671
H: 3.402 -4.100 0.390
H: -0.408 -4.638 -6.211
H: 6.537 -4.049 4.390
H: -1.365 -7.010 7.241
H: 2.425 0.516 -2.937
H: 2.827 5.591 -2.864
H: 3.448 -3.573 -1.648
H: 4.409 -2.693 0.047
H: -1.150 1.084 9.233
H: -1.054 -3.047 -6.118
H: -3.617 -0.027 1.133
H: -3.977 0.393 -4.447
H: 4.437 4.012 4.381
H: -3.724 -2.894 4.772
H: -2.239 -0.389 9.360
H: 0.573 1.980 -4.127
H: -0.606 -1.734 8.293
H: -2.860 -6.572 -5.588
H: 0.689 -0.575 8.510
H: -4.608 3.478 4.824
H: -2.692 -1.567 4.848
H: 1.630 3.374 -4.496
H: -4.247 4.266 1.240
H: -0.021 -4.363 2.797
H: -2.284 -3.959 0.049
H: -4.423 3.333 -0.202
H: 6.158 -2.332 6.317
H: 6.340 -1.496 4.764
H: 0.195 -6.673 7.947
H: 2.147 1.293 -9.371
H: 0.414 -3.325 -5.323
H: -4.644 -0.055 -0.279
H: 0.613 1.739 -8.704
H: 0.954 3.985 -2.255
H: 0.808 0.224 -9.662

Atom charges from the Löwdin analysis, given in e for atoms 1 to 99:
1 P 0.3996
2 P 0.3753
3 P 0.4031
4 P 0.3968
5 P 0.3673
6 F 0.1703
7 F 0.1629
8 F 0.1796
9 F 0.1822
10 F 0.1752
11 F 0.1777
12 F 0.1742
13 F 0.1833
14 F 0.1768
15 F 0.1759
16 F 0.1588
17 F 0.1606
18 F 0.1800
19 F 0.1724
20 F 0.1855
21 O 0.1680
22 O 0.1468
23 O 0.0194
24 O -0.2033
25 O 0.0682
26 O -0.2408
27 O -0.2282
28 O 0.0538
29 O -0.2225
30 O -0.2048
31 O 0.0558
32 O -0.2025
33 O -0.2272
34 O 0.0492
35 O -0.2212
36 O -0.2014
37 O -0.2141
38 O 0.0229
39 O -0.2048
40 O -0.2188
41 O 0.1730
42 O 0.0259
43 O 0.0690
44 O -0.2014
45 O 0.0568
46 O -0.2014
47 O 0.0675
48 O 0.0695
49 O 0.1451
50 O 0.0743
51 O 0.0727
52 O -0.2269
53 O 0.1604
54 O -0.1857
55 O -0.2175
56 O 0.0710
57 O -0.1956
58 O 0.0675
59 O -0.1974
60 O -0.2224
61 N -0.3857
62 N -0.4528
63 N -0.4267
64 N -0.4338
65 N -0.4410
66 C -0.0616
67 C -0.0999
68 C -0.0825
69 C -0.0538
70 C -0.5844
71 C 0.0430
72 C -0.0789
73 C -0.3676
74 C -0.1914
75 C -0.0836
76 C -0.2125
77 C -0.0960
78 C -0.5219
79 C -0.0889
80 C -0.0889
81 C 0.0353
82 C -0.1751
83 C -0.4052
84 C -0.1065
85 C -0.5648
86 C -0.3991
87 C -0.0916
88 C -0.0560
89 C 0.0313
90 C -0.3888
91 C -0.0289
92 C -0.0820
93 C -0.1857
94 C 0.0529
95 C 0.0687
96 C -0.0889
97 C -0.3873
98 C -0.0961
99 C -0.0422